[1]
Here is the ion C42H64NO4 with charge +1 from the Open Molecules 2025 dataset. Energies are from ωB97M-V/def2-TZVPD.

Values from the calculation:
Total charge: +1
Energy relative to the best compared isomer or geometry (same formula, charge and spin) in kcal per mole: 0.00
Total energy in Ha: -1994.2458

The geometry in XYZ format:
```
111
Properties=species:S:1:pos:R:3:mulliken_charge:R:1
C -2.27 0.85 1.95 0.1818
C -1.72 0.36 3.33 0.0314
C -1.55 1.60 4.24 -0.8339
C -0.67 1.26 5.46 -1.2309
C 0.77 0.89 5.07 -0.6558
C 1.43 1.96 4.19 -0.0583
C 2.97 1.85 4.15 -0.9699
C 3.56 2.76 3.04 -1.0283
C 4.79 2.12 2.34 -1.0530
C 4.52 1.93 0.82 -0.8295
C 4.17 0.45 0.52 -1.1319
C 2.64 0.25 0.70 -0.6148
C 2.10 -0.91 -0.16 -0.2272
C 0.56 -0.78 -0.23 0.3588
C -0.32 -1.72 0.55 -1.5895
N -1.53 -1.58 0.15 1.6803
C -2.63 -2.38 0.72 0.0761
C -2.65 -3.84 0.27 -0.5763
C -1.81 -4.74 1.17 0.3927
O -1.43 -4.40 2.28 -0.5129
O -1.51 -6.00 0.75 -0.5119
C -1.63 -0.59 -0.95 -0.1934
C -2.87 -0.53 -1.86 -0.6252
C -3.66 0.73 -1.50 -0.4970
C -3.09 1.96 -1.78 0.6831
C -3.68 3.14 -1.47 -0.7923
C -4.91 3.15 -0.84 -0.9160
C -5.49 1.95 -0.56 -0.7800
C -4.90 0.74 -0.87 1.5038
C -5.64 -0.53 -0.48 -1.8131
C -0.20 -0.79 -1.60 -0.2476
C -0.33 -2.10 -2.41 -0.5235
C 0.98 -2.82 -2.77 -0.6833
O 1.38 -2.80 -3.92 -0.5726
C 1.78 -3.59 -1.75 0.0010
C 1.18 -4.26 -0.70 1.1168
C 1.96 -4.91 0.23 -0.5350
C 3.32 -4.86 0.09 -0.5321
C 3.94 -4.21 -0.96 -0.8396
C 3.14 -3.57 -1.88 -0.6030
O -0.01 0.42 -2.28 0.0106
C 0.89 0.35 -3.40 -0.8051
C 1.42 1.72 -3.81 0.0073
C 2.30 2.26 -2.66 -1.6225
C 0.32 2.71 -4.32 0.3979
C -0.12 3.68 -3.20 -1.1438
C -0.86 2.00 -5.00 -1.5226
H -1.48 1.30 1.34 -0.1319
H -2.64 -0.04 1.41 -0.5841
H -3.12 1.51 2.08 0.6531
H -2.45 -0.35 3.72 0.4582
H -0.78 -0.17 3.13 -0.2443
H -2.56 1.87 4.57 0.4798
H -1.11 2.38 3.61 0.4351
H -1.16 0.44 6.00 0.3826
H -0.66 2.15 6.10 0.4338
H 0.76 -0.10 4.61 0.1316
H 1.34 0.82 6.01 0.4635
H 1.08 1.88 3.15 -0.0971
H 1.15 2.94 4.60 0.4454
H 3.37 2.11 5.13 0.5135
H 3.21 0.80 3.96 0.3901
H 2.79 3.09 2.34 0.5098
H 3.91 3.66 3.56 0.6170
H 5.01 1.16 2.81 0.4934
H 5.64 2.80 2.43 0.3875
H 5.37 2.23 0.20 0.4880
H 3.70 2.60 0.56 0.3392
H 4.66 -0.19 1.26 0.4884
H 4.48 0.15 -0.49 0.4730
H 2.16 1.20 0.42 0.4341
H 2.44 0.06 1.77 0.2797
H 2.32 -1.84 0.39 0.2614
H 2.57 -0.91 -1.14 0.3147
H 0.33 0.23 0.16 0.3099
H -0.05 -2.41 1.35 0.5370
H -2.58 -2.36 1.81 0.5601
H -3.56 -1.93 0.39 -0.7070
H -3.69 -4.19 0.37 0.4534
H -2.39 -4.00 -0.78 0.3829
H -1.36 -6.02 -0.21 0.3901
H -1.64 0.36 -0.39 -0.1161
H -2.53 -0.37 -2.88 0.2841
H -3.52 -1.41 -1.80 0.5247
H -2.11 1.98 -2.25 -0.2297
H -3.16 4.06 -1.70 0.4535
H -5.36 4.10 -0.57 0.4116
H -6.45 1.92 -0.05 0.4102
H -5.31 -0.92 0.49 0.2746
H -6.71 -0.32 -0.43 0.5286
H -5.46 -1.31 -1.23 0.3809
H -0.99 -2.84 -1.94 0.4832
H -0.79 -1.84 -3.36 0.7999
H 0.09 -4.23 -0.65 -0.0271
H 1.47 -5.42 1.05 0.4806
H 3.94 -5.35 0.84 0.4121
H 5.02 -4.17 -1.03 0.4675
H 3.61 -3.04 -2.70 0.5226
H 0.46 -0.17 -4.26 0.3487
H 1.77 -0.25 -3.12 0.2448
H 2.09 1.53 -4.66 0.5525
H 3.09 1.51 -2.49 0.5379
H 2.81 3.18 -2.94 0.4702
H 1.72 2.33 -1.74 0.1204
H 0.80 3.31 -5.10 0.5498
H 0.67 4.41 -3.06 0.3644
H -1.06 4.16 -3.47 0.4377
H -0.22 3.15 -2.24 0.1352
H -0.56 1.54 -5.95 0.3514
H -1.58 2.78 -5.28 0.4890
H -1.37 1.29 -4.34 0.2254
```

=====

[2]
Here is a cluster of 11 separate species, C42H64O32 in total from the Open Molecules 2025 dataset. Energies are from ωB97M-V/def2-TZVPD.

Values from the calculation:
Total charge: -2
Energy relative to the best compared isomer or geometry (same formula, charge and spin) in kcal per mole: 647.13
Total energy in Ha: -4045.6311

The geometry in XYZ format:
```
138
Properties=species:S:1:pos:R:3:mulliken_charge:R:1
O 1.47 1.60 0.30 -0.4461
C 0.32 0.89 -0.19 -0.1487
C -0.41 -0.36 0.55 1.1594
O -0.74 -0.30 1.97 0.0150
H 0.52 0.54 -1.20 0.1055
H -0.36 1.72 -0.40 1.7505
H 0.08 -1.29 0.27 -1.1724
H -1.34 -0.44 -0.03 -0.0716
C -2.81 -2.24 4.10 -1.8537
C -1.61 -1.40 3.65 0.9849
C -1.38 0.00 4.24 0.4624
O -0.06 0.00 4.55 -0.3294
C 0.38 -1.28 4.61 0.4134
O 1.53 -1.57 4.87 -0.5817
O -0.51 -2.09 4.15 -0.3371
H -2.65 -3.25 3.72 0.3436
H -3.73 -1.82 3.68 0.3045
H -2.84 -2.30 5.19 0.5136
H -1.60 -1.28 2.56 -1.3001
H -1.97 0.14 5.15 0.3390
H -1.70 0.71 3.48 -0.5968
C -1.77 2.42 2.62 -1.8214
C -2.39 2.05 1.20 1.2288
C -3.05 0.69 1.12 1.2020
O -4.45 1.01 1.10 -0.5490
C -4.63 2.30 0.73 0.5057
O -5.72 2.86 0.55 -0.6992
O -3.48 2.90 0.92 -0.3298
H -1.11 3.28 2.64 0.4883
H -1.13 1.61 2.98 0.6875
H -2.49 2.62 3.42 0.3426
H -1.62 2.13 0.44 -1.6420
H -2.76 0.02 1.93 0.3660
H -2.86 0.19 0.17 0.6651
C 2.66 -0.92 1.02 -1.9169
C 2.55 -1.73 -0.27 2.6686
C 3.81 -1.76 -1.05 0.0997
O 3.89 -3.11 -1.40 -0.4618
C 3.04 -3.86 -0.57 0.5955
O 2.92 -5.11 -0.64 -0.7043
O 2.25 -3.07 0.12 -0.2892
H 1.70 -0.98 1.53 -0.6599
H 2.78 0.15 0.87 -0.2895
H 3.39 -1.25 1.75 1.1679
H 1.67 -1.34 -0.79 0.3212
H 4.71 -1.56 -0.47 0.5938
H 3.70 -1.10 -1.91 0.6964
C -2.21 -3.12 1.51 -1.5476
C -2.89 -1.82 1.14 3.8664
C -3.18 -1.65 -0.24 0.1969
O -4.49 -1.21 -0.33 -0.5683
C -5.05 -1.40 0.87 0.3434
O -6.22 -1.20 1.03 -0.6637
O -4.12 -1.78 1.79 -0.4793
H -2.22 -3.35 2.57 0.0150
H -1.17 -3.12 1.18 -1.1512
H -2.71 -3.99 1.07 -0.0737
H -2.20 -1.02 1.39 -3.3113
H -3.08 -2.57 -0.82 1.2158
H -2.48 -0.98 -0.73 -0.7802
C -0.67 -2.17 -2.29 -0.7033
C 0.45 -2.94 -3.04 0.1947
C 0.49 -2.69 -4.54 -0.6721
O 1.78 -2.18 -4.78 -0.4450
C 2.53 -2.12 -3.62 0.0571
O 3.63 -1.55 -3.50 -0.5393
O 1.77 -2.49 -2.62 0.2385
H -1.56 -2.79 -2.19 1.0223
H -0.92 -1.18 -2.68 0.3819
H -0.27 -2.03 -1.28 -0.8585
H 0.41 -4.00 -2.78 0.6295
H -0.31 -2.04 -4.89 0.2441
H 0.38 -3.64 -5.06 0.4459
C -1.46 2.03 -3.05 -1.2237
C -2.23 1.09 -2.11 1.0979
C -3.72 1.21 -1.88 0.1901
O -4.16 -0.12 -2.03 -0.3573
C -3.23 -0.98 -2.42 0.2034
O -3.37 -2.15 -2.76 -0.6606
O -2.11 -0.24 -2.66 -0.2210
H -1.97 2.01 -4.02 0.6537
H -0.41 1.81 -3.24 -0.5432
H -1.43 3.07 -2.74 0.1855
H -1.70 1.06 -1.16 0.5071
H -4.10 1.86 -2.67 0.6966
H -3.98 1.60 -0.90 -0.1382
C 2.44 -2.58 3.13 -1.9836
C 1.14 -3.42 3.17 0.6219
C 0.10 -3.06 2.05 1.4324
O -0.17 -4.39 1.49 -0.6533
C 0.71 -5.34 2.06 0.3182
O 0.76 -6.54 1.77 -0.7046
O 1.43 -4.78 2.97 -0.4670
H 3.17 -2.82 3.90 0.2290
H 2.08 -1.55 3.17 0.6061
H 2.77 -2.57 2.09 0.5064
H 0.68 -3.34 4.15 0.7057
H 0.51 -2.39 1.30 0.1592
H -0.83 -2.64 2.43 0.0371
C -1.39 3.74 -1.04 -0.6394
C -0.77 4.23 0.27 0.7904
C 0.60 3.65 0.53 0.9527
O 1.37 4.79 0.94 -0.3518
C 0.74 5.91 0.54 0.2606
O 1.16 7.07 0.64 -0.6913
O -0.49 5.59 0.12 -0.5355
H -0.64 3.85 -1.83 0.7013
H -2.24 4.38 -1.30 0.3888
H -1.66 2.69 -1.00 -1.1398
H -1.34 4.06 1.18 0.7625
H 0.90 3.12 -0.38 -1.7940
H 0.49 2.88 1.29 -0.2073
C 0.79 0.49 -3.64 -2.0909
C 1.87 1.22 -2.94 0.9863
C 2.50 0.54 -1.74 1.5909
O 3.85 0.46 -2.09 -0.3290
C 4.07 1.15 -3.23 -0.1695
O 5.14 1.28 -3.76 -0.6406
O 2.91 1.53 -3.84 -0.5047
H 0.35 1.08 -4.45 0.6674
H 0.03 0.20 -2.92 -0.2167
H 1.24 -0.35 -4.15 0.7263
H 1.47 2.17 -2.58 0.1162
H 2.08 -0.45 -1.54 0.0719
H 2.33 1.12 -0.83 -1.8272
C 3.58 3.21 1.34 -1.5704
C 3.55 2.74 -0.10 2.1140
C 2.57 3.40 -1.06 1.1630
O 3.39 3.67 -2.21 -0.5854
C 4.69 3.28 -2.02 0.4485
O 5.51 3.32 -2.94 -0.6116
O 4.84 2.82 -0.75 -0.4879
H 3.49 4.29 1.38 0.3956
H 4.44 2.83 1.90 0.3781
H 2.67 2.88 1.85 0.0263
H 3.27 1.69 -0.01 0.0508
H 2.20 4.38 -0.76 0.5694
H 1.66 2.87 -1.32 -0.8445
```

=====

Largest force on an atom list, top to bottom, in eV/A: 2.77 7.45
HOMO-LUMO gap list, top to bottom, in eV: 8.03 7.31
Highest occupied orbital energy list, top to bottom, in eV: -11.6 -3.5